Molecular formula: C14H28NO7S2
Method: DFT, the ωB97M-V functional and the def2-TZVPD basis

Structure (XYZ):
```
52
Properties=species:S:1:pos:R:3:nbo_charge:R:1
C 1.769 1.154 -1.139 -0.65
C 1.890 2.572 -1.789 -0.39
C 0.596 2.951 -2.610 -0.42
C -0.403 3.611 -1.586 -0.06
O -1.737 3.324 -1.940 -0.40
N -2.621 3.453 -0.866 -0.34
C -3.460 2.211 -0.734 -0.35
C -3.061 1.125 -1.801 0.75
O -2.022 0.441 -1.719 -0.79
O -3.864 0.967 -2.759 -0.79
H 2.451 1.110 -0.250 0.24
H 2.060 0.357 -1.856 0.19
H 0.728 0.932 -0.810 0.24
H 1.984 3.317 -0.965 0.18
H 2.812 2.663 -2.408 0.18
H 0.164 2.052 -3.089 0.24
H 0.920 3.720 -3.347 0.18
H -0.256 4.719 -1.677 0.15
H -0.102 3.244 -0.580 0.16
H -2.137 3.565 0.026 0.32
H -3.415 1.804 0.304 0.17
H -4.497 2.535 -0.968 0.19
C 5.215 -1.472 2.974 -0.41
C 6.428 -0.633 2.554 -0.40
C 5.909 0.532 1.705 -0.68
S 4.235 0.853 2.265 2.18
O 3.324 0.545 1.189 -0.93
O 4.198 2.114 2.962 -0.94
C 4.170 -0.475 3.460 -0.68
H 5.471 -2.194 3.750 0.22
H 4.833 -2.024 2.112 0.22
H 6.928 -0.245 3.446 0.21
H 7.158 -1.227 2.003 0.22
H 6.510 1.429 1.839 0.25
H 5.864 0.269 0.649 0.25
H 3.164 -0.889 3.498 0.26
H 4.442 -0.060 4.432 0.24
C -4.492 -2.102 -1.063 -0.42
C -3.211 -2.643 -0.426 -0.40
C -3.624 -3.669 0.637 -0.68
S -5.195 -4.345 0.097 2.16
O -6.215 -3.960 1.047 -0.96
O -5.012 -5.722 -0.308 -0.96
C -5.356 -3.323 -1.359 -0.67
H -4.281 -1.528 -1.967 0.28
H -5.005 -1.443 -0.357 0.21
H -2.602 -3.130 -1.192 0.21
H -2.610 -1.844 0.008 0.25
H -2.899 -4.476 0.725 0.24
H -3.778 -3.200 1.609 0.24
H -6.404 -3.079 -1.525 0.25
H -4.962 -3.887 -2.205 0.23
```

The HOMO-LUMO gap comes out at 5.994 eV. The calculated total energy is -1927.9930 a.u. Its spin multiplicity is 1. As for the net charge: -1. The calculation puts the LUMO energy at 0.071 Ha.

***

Molecular formula: C14H28O2
Method: DFT, the ωB97M-V functional and the def2-TZVPD basis

Structure (XYZ):
```
44
Properties=species:S:1:pos:R:3:nbo_charge:R:1
C -5.689 -2.543 -0.601 -0.61
C -6.116 -1.345 0.240 -0.39
C -5.180 -0.144 0.092 -0.40
C -3.797 -0.390 0.691 -0.39
C -2.903 0.851 0.690 -0.39
C -2.506 1.299 -0.715 -0.40
C -1.495 2.448 -0.730 -0.38
C -0.137 2.127 -0.099 -0.40
C 0.578 0.958 -0.773 -0.39
C 2.016 0.764 -0.288 -0.39
C 2.095 0.377 1.187 -0.39
C 3.513 0.050 1.653 -0.39
C 4.083 -1.211 0.997 -0.52
C 4.787 -0.919 -0.303 0.80
O 5.408 0.075 -0.562 -0.60
O 4.684 -1.945 -1.164 -0.69
H -4.733 -2.936 -0.265 0.20
H -6.427 -3.339 -0.526 0.21
H -5.597 -2.260 -1.647 0.20
H -6.164 -1.639 1.291 0.19
H -7.121 -1.043 -0.064 0.20
H -5.086 0.099 -0.968 0.19
H -5.631 0.716 0.592 0.20
H -3.921 -0.730 1.723 0.20
H -3.293 -1.184 0.139 0.19
H -2.002 0.616 1.260 0.20
H -3.413 1.671 1.202 0.19
H -2.099 0.447 -1.263 0.19
H -3.398 1.633 -1.249 0.20
H -1.927 3.303 -0.205 0.20
H -1.335 2.748 -1.769 0.20
H 0.493 3.017 -0.178 0.20
H -0.273 1.917 0.961 0.19
H 0.594 1.131 -1.852 0.20
H 0.024 0.035 -0.592 0.19
H 2.588 1.679 -0.452 0.20
H 2.475 -0.023 -0.889 0.19
H 1.722 1.203 1.795 0.21
H 1.449 -0.486 1.368 0.19
H 3.499 -0.089 2.735 0.21
H 4.177 0.885 1.427 0.22
H 4.838 -1.656 1.651 0.24
H 3.310 -1.960 0.821 0.23
H 5.181 -1.755 -1.976 0.50
```

For the energy above the lowest of the compared OMol25 structures with the same formula, charge and spin, the calculation gives 0.051 eV. The HOMO-LUMO gap comes out at 11.294 eV. The calculated total energy is -700.7529 a.u. Its spin multiplicity is 1. The calculation puts the LUMO energy at 0.029 Ha. Its SMILES is CCCCCCCCCCCCCC(=O)O.

***

Molecular formula: C14H29BNO2
Method: DFT, the ωB97M-V functional and the def2-TZVPD basis

Structure (XYZ):
```
47
Properties=species:S:1:pos:R:3:nbo_charge:R:1
C 3.573 -0.993 1.671 -0.60
C 2.072 -1.258 1.774 -0.40
C 1.434 -1.716 0.447 -0.37
C 0.392 -0.747 -0.173 -0.43
B -0.221 -1.546 -1.420 1.13
O -0.132 -1.084 -2.713 -0.92
C -0.947 -2.939 -1.258 -0.81
C -2.418 -2.839 -1.705 -0.59
C 1.146 0.542 -0.558 -0.41
C 0.329 1.825 -0.826 0.09
C 1.002 3.013 -0.124 -0.62
C 0.249 2.177 -2.329 -0.62
N -1.076 1.679 -0.329 0.03
O -1.774 2.739 -0.451 -0.41
C -1.367 0.898 0.908 0.09
C -0.833 1.649 2.140 -0.63
C -2.891 0.793 1.028 -0.60
C -0.786 -0.523 0.808 -0.40
H 4.083 -1.817 1.170 0.20
H 3.779 -0.086 1.100 0.20
H 4.023 -0.870 2.658 0.21
H 1.907 -2.016 2.543 0.21
H 1.576 -0.352 2.133 0.19
H 0.969 -2.693 0.585 0.21
H 2.237 -1.863 -0.285 0.20
H -0.339 -0.157 -2.834 0.50
H -0.912 -3.309 -0.231 0.21
H -0.442 -3.683 -1.882 0.24
H -2.851 -3.827 -1.870 0.21
H -3.030 -2.356 -0.939 0.20
H -2.518 -2.272 -2.631 0.21
H 1.720 0.322 -1.462 0.22
H 1.885 0.769 0.213 0.21
H 1.095 2.862 0.949 0.21
H 2.011 3.112 -0.529 0.21
H 0.456 3.934 -0.324 0.23
H -0.762 2.487 -2.590 0.24
H 0.553 1.353 -2.971 0.19
H 0.902 3.018 -2.559 0.22
H 0.195 1.376 2.382 0.20
H -0.890 2.725 1.984 0.23
H -1.455 1.405 3.003 0.22
H -3.142 -0.063 1.656 0.21
H -3.343 0.656 0.045 0.22
H -3.321 1.692 1.465 0.22
H -0.530 -0.839 1.823 0.22
H -1.606 -1.179 0.504 0.22
```

The HOMO-LUMO gap (alpha / beta) comes out at 8.902 / 9.891 eV. The calculated total energy is -780.9059 a.u. Its spin multiplicity is 2. The calculation puts the LUMO energy (alpha / beta) at 0.025 / 0.014 Ha.

***

Molecular formula: C14H29LiN6O7P2
Method: DFT, the ωB97M-V functional and the def2-TZVPD basis

Structure (XYZ):
```
59
Properties=species:S:1:pos:R:3:nbo_charge:R:1
Li -0.057 0.750 0.134 0.84
C 1.733 3.073 0.446 -0.23
C 2.474 1.951 -0.287 -0.22
N 2.150 0.651 0.285 -0.67
C 2.693 0.360 1.602 -0.23
C 1.611 -0.161 2.568 -0.22
N 0.370 0.572 2.391 -0.66
C 0.367 1.929 2.931 -0.23
C -0.223 2.949 1.955 -0.23
N 0.308 2.770 0.607 -0.69
H 1.886 4.010 -0.096 0.20
H 2.175 3.218 1.435 0.18
H 3.551 2.173 -0.281 0.16
H 2.142 1.942 -1.325 0.23
H 2.287 -0.094 -0.382 0.39
H 3.129 1.276 2.009 0.18
H 3.511 -0.368 1.564 0.19
H 2.002 -0.107 3.595 0.17
H 1.409 -1.210 2.355 0.20
H -0.440 0.041 2.673 0.38
H 1.400 2.197 3.162 0.18
H -0.177 1.998 3.880 0.19
H -0.038 3.958 2.353 0.17
H -1.303 2.818 1.888 0.23
H -0.253 3.295 -0.053 0.40
N -2.687 2.896 -2.723 -0.74
C -2.393 1.466 -2.294 -0.63
C -3.242 0.483 -3.089 -0.64
P -0.546 1.291 -2.629 2.37
O -0.503 0.694 -4.133 -1.01
O -0.101 2.719 -2.689 -1.16
O 0.054 0.286 -1.706 -1.18
P -2.792 1.490 -0.461 2.37
O -4.309 0.913 -0.534 -1.02
O -2.820 2.957 -0.139 -1.17
O -1.946 0.557 0.337 -1.18
H -1.757 3.292 -2.991 0.48
H -2.993 3.383 -1.848 0.47
H -3.372 2.953 -3.470 0.41
H -2.991 0.524 -4.150 0.22
H -4.306 0.672 -2.945 0.22
H -3.046 -0.529 -2.735 0.24
H -0.288 -0.246 -4.105 0.51
H -4.696 0.868 0.349 0.50
N 2.285 -6.571 0.666 -0.82
C 2.391 -5.238 0.916 0.66
O 3.390 -4.750 1.406 -0.60
C 1.197 -4.397 0.573 -0.20
C -0.092 -4.888 0.422 -0.15
C -1.116 -4.005 0.122 -0.26
C -0.810 -2.660 -0.019 0.06
N 0.420 -2.173 0.130 -0.42
C 1.393 -3.028 0.422 0.08
H 3.082 -7.146 0.874 0.41
H 1.523 -6.964 0.149 0.39
H -0.317 -5.938 0.566 0.21
H -2.135 -4.349 0.010 0.22
H -1.577 -1.926 -0.244 0.22
H 2.393 -2.628 0.551 0.21
```

For the energy above the lowest of the compared OMol25 structures with the same formula, charge and spin, the calculation gives 0.117 eV. The HOMO-LUMO gap comes out at 8.797 eV. The calculated total energy is -2096.6899 a.u. Its spin multiplicity is 1. The calculation puts the LUMO energy at 0.016 Ha.

***

Molecular formula: C14H29N3
Method: DFT, the ωB97M-V functional and the def2-TZVPD basis

Structure (XYZ):
```
46
Properties=species:S:1:pos:R:3:nbo_charge:R:1
C 1.551 0.357 5.859 -0.62
C 1.648 0.437 4.244 -0.39
C 1.705 -1.006 3.590 -0.39
C 1.452 -0.976 2.053 -0.22
C 0.061 -0.416 1.538 -0.47
C -0.008 -1.014 0.227 0.42
N -0.838 -0.534 -0.820 -0.62
C -1.098 -1.305 -2.029 -0.22
C 0.076 -1.156 -3.047 -0.22
N -0.307 -0.034 -3.940 -0.48
C -0.098 -0.239 -5.334 -0.22
C -0.814 -1.483 -5.738 -0.61
C -0.064 1.290 -3.392 -0.21
C 1.360 1.837 -3.666 -0.66
N 0.763 -2.016 0.043 -0.50
C 1.627 -2.168 1.217 -0.07
C 1.255 -3.460 1.899 -0.62
H 2.463 -0.205 6.323 0.21
H 0.571 0.045 6.148 0.21
H 1.659 1.305 6.371 0.21
H 2.649 0.913 3.965 0.20
H 0.791 0.950 3.817 0.20
H 2.608 -1.536 3.840 0.21
H 0.887 -1.674 3.969 0.20
H 2.177 -0.312 1.555 0.20
H 0.096 0.593 1.601 0.22
H -0.856 -0.790 2.104 0.21
H -1.430 0.198 -0.576 0.38
H -1.086 -2.366 -1.815 0.20
H -2.040 -0.989 -2.443 0.21
H 0.903 -1.083 -2.489 0.20
H 0.220 -2.188 -3.528 0.20
H 0.959 -0.546 -5.516 0.15
H -0.272 0.607 -6.002 0.21
H -1.828 -1.352 -5.410 0.20
H -0.885 -1.658 -6.871 0.21
H -0.530 -2.386 -5.185 0.21
H -0.787 1.986 -3.814 0.19
H -0.353 1.251 -2.310 0.20
H 1.231 2.494 -4.591 0.21
H 2.187 1.036 -3.743 0.22
H 1.735 2.606 -2.990 0.21
H 2.592 -2.243 0.629 0.20
H 1.934 -3.696 2.715 0.21
H 1.037 -4.338 1.194 0.23
H 0.304 -3.350 2.361 0.20
```

For the energy above the lowest of the compared OMol25 structures with the same formula, charge and spin, the calculation gives 1.663 eV. The HOMO-LUMO gap comes out at 8.511 eV. The calculated total energy is -715.0000 a.u. Its spin multiplicity is 1. The calculation puts the LUMO energy at 0.031 Ha. Its SMILES is CCC[C@@H]1CC(NCCN(CC)CC)=N[C@@H]1C.

***

Molecular formula: C14H29NO3
Method: DFT, the ωB97M-V functional and the def2-TZVPD basis

Structure (XYZ):
```
47
Properties=species:S:1:pos:R:3:nbo_charge:R:1
C 0.168 2.133 6.759 -0.60
C -1.026 2.301 5.798 -0.39
C -0.604 3.051 4.524 -0.40
C 0.062 2.103 3.534 -0.39
C 0.524 2.785 2.250 -0.39
C 1.435 1.917 1.369 -0.39
C 0.675 0.808 0.634 -0.39
C 1.506 0.076 -0.378 -0.48
C 0.734 -1.083 -1.063 0.70
O 0.950 -2.207 -0.660 -0.63
N -0.202 -0.902 -2.090 -0.46
C -0.450 0.433 -2.639 -0.41
C -1.041 -2.034 -2.587 -0.25
C -0.236 -2.902 -3.563 0.37
O 0.321 -2.184 -4.679 -0.56
C -0.617 -1.862 -5.758 -0.26
O -1.053 -4.001 -3.993 -0.56
C -0.292 -5.038 -4.679 -0.27
H 1.025 1.627 6.289 0.20
H -0.162 1.498 7.574 0.21
H 0.504 3.105 7.141 0.20
H -1.810 2.800 6.360 0.20
H -1.352 1.277 5.532 0.20
H -1.505 3.440 4.032 0.20
H 0.036 3.910 4.719 0.20
H -0.599 1.229 3.328 0.20
H 0.951 1.685 4.043 0.19
H 1.038 3.721 2.497 0.20
H -0.365 3.081 1.686 0.19
H 2.213 1.439 1.987 0.20
H 1.952 2.548 0.641 0.20
H 0.312 0.089 1.389 0.21
H -0.223 1.194 0.131 0.19
H 2.441 -0.266 0.062 0.23
H 1.784 0.759 -1.175 0.20
H 0.498 0.996 -2.836 0.21
H -1.054 1.030 -1.948 0.19
H -0.960 0.348 -3.621 0.21
H -1.971 -1.686 -3.065 0.21
H -1.338 -2.659 -1.747 0.24
H 0.625 -3.317 -3.001 0.18
H -0.115 -1.288 -6.547 0.20
H -1.037 -2.765 -6.189 0.18
H -1.442 -1.226 -5.378 0.16
H -0.948 -5.522 -5.440 0.19
H 0.102 -5.779 -3.961 0.18
H 0.546 -4.661 -5.280 0.19
```

For the energy above the lowest of the compared OMol25 structures with the same formula, charge and spin, the calculation gives 1.160 eV. The HOMO-LUMO gap comes out at 9.906 eV. The calculated total energy is -831.2815 a.u. Its spin multiplicity is 1. The calculation puts the LUMO energy at 0.030 Ha. Its SMILES is CCCCCCCCC(=O)N(C)CC(OC)OC.

***

Molecular formula: C14H30Br2NO11P2S
Method: DFT, the ωB97M-V functional and the def2-TZVPD basis

Structure (XYZ):
```
61
Properties=species:S:1:pos:R:3:nbo_charge:R:1
C -3.941 -2.990 2.215 -0.66
C -3.262 -1.555 1.714 -0.07
O -2.289 -1.791 0.637 -0.57
C -0.886 -1.771 1.171 -0.09
C -0.132 -0.565 0.291 -0.16
C -0.850 0.900 0.560 0.72
O -1.011 1.721 -0.515 -0.74
O -1.382 1.376 1.846 -0.83
N 1.361 -0.574 0.383 -0.64
S 2.123 0.970 0.270 0.18
C 1.940 -1.508 1.399 0.11
Br 2.716 -3.233 0.627 -0.02
C 2.016 -1.330 2.875 -0.09
C 2.670 -2.386 3.954 -0.67
Br 1.207 0.341 3.724 0.08
H -3.146 -3.774 2.579 0.20
H -4.570 -3.468 1.324 0.23
H -4.694 -2.796 3.090 0.20
H -2.881 -0.885 2.594 0.22
H -4.165 -0.955 1.216 0.18
H -0.450 -2.843 0.877 0.18
H -0.837 -1.591 2.327 0.21
H -0.404 -0.831 -0.842 0.22
H 2.822 1.341 1.430 0.12
H 1.862 -2.896 4.660 0.23
H 3.384 -1.748 4.668 0.23
H 3.348 -3.216 3.489 0.24
C -4.859 -2.337 -4.009 -0.25
O -6.161 -2.473 -3.486 -0.81
P -6.521 -1.646 -2.152 2.55
O -6.111 -2.294 -0.869 -1.07
O -8.102 -1.370 -2.308 -0.80
C -8.569 -0.969 -3.582 -0.25
O -5.871 -0.192 -2.406 -0.82
C -5.904 0.708 -1.316 -0.26
H -4.652 -3.188 -4.664 0.19
H -4.807 -1.422 -4.600 0.18
H -4.112 -2.309 -3.209 0.21
H -8.645 -1.842 -4.236 0.19
H -7.901 -0.230 -4.033 0.19
H -9.560 -0.523 -3.472 0.19
H -6.919 0.788 -0.916 0.17
H -5.584 1.693 -1.667 0.20
H -5.219 0.371 -0.534 0.22
C 8.579 1.811 -1.282 -0.25
O 7.277 1.675 -0.759 -0.80
P 6.917 2.503 0.575 2.55
O 7.327 1.855 1.858 -1.07
O 5.336 2.779 0.418 -0.80
C 4.869 3.180 -0.855 -0.26
O 7.567 3.957 0.321 -0.83
C 7.534 4.856 1.411 -0.26
H 8.786 0.961 -1.937 0.19
H 8.631 2.726 -1.873 0.18
H 9.326 1.840 -0.483 0.19
H 4.793 2.307 -1.509 0.20
H 5.537 3.919 -1.306 0.17
H 3.877 3.625 -0.745 0.21
H 6.519 4.937 1.810 0.19
H 7.854 5.841 1.060 0.19
H 8.219 4.520 2.193 0.20
```

The HOMO-LUMO gap comes out at 6.530 eV. The calculated total energy is -7662.7390 a.u. Its spin multiplicity is 1. As for the net charge: -1. The calculation puts the LUMO energy at 0.084 Ha.

***

Molecular formula: C14H30BrO4P
Method: DFT, the ωB97M-V functional and the def2-TZVPD basis

Structure (XYZ):
```
50
Properties=species:S:1:pos:R:3:nbo_charge:R:1
C -0.733 -3.822 -1.053 -0.62
C -2.199 -3.383 -0.898 -0.40
C -2.348 -1.908 -0.546 -0.39
C -1.757 -1.549 0.823 -0.41
C -1.467 -0.051 0.996 -0.41
C -0.119 0.280 1.641 -0.73
P 1.425 -0.244 0.813 0.53
Br 0.951 0.367 -1.287 -0.27
H -0.095 -2.947 -1.214 0.20
H -0.602 -4.495 -1.897 0.21
H -0.368 -4.316 -0.153 0.20
H -2.731 -3.576 -1.832 0.20
H -2.690 -3.988 -0.132 0.20
H -3.406 -1.637 -0.541 0.20
H -1.861 -1.310 -1.324 0.19
H -2.477 -1.851 1.588 0.21
H -0.855 -2.135 1.005 0.19
H -1.522 0.461 0.033 0.21
H -2.244 0.399 1.617 0.21
H -0.037 -0.117 2.659 0.27
H -0.008 1.366 1.723 0.24
H 1.127 -1.611 0.636 -0.05
C -0.414 2.699 -5.088 -0.64
C -1.159 1.944 -4.008 -0.07
O -2.482 2.451 -3.808 -0.50
C -3.530 2.076 -4.570 0.80
C -3.303 1.198 -5.780 -0.74
O -4.616 2.499 -4.292 -0.57
H -0.893 2.590 -6.062 0.21
H 0.608 2.327 -5.168 0.22
H -0.380 3.761 -4.846 0.22
H -1.183 0.870 -4.197 0.17
H -0.667 2.085 -3.048 0.20
H -3.225 1.843 -6.655 0.24
H -4.178 0.566 -5.902 0.25
H -2.418 0.571 -5.730 0.22
C 4.688 2.033 4.560 -0.64
C 4.144 1.249 5.735 -0.07
O 2.746 0.976 5.598 -0.50
C 2.277 -0.056 4.874 0.80
C 3.223 -0.898 4.053 -0.75
O 1.091 -0.246 4.854 -0.59
H 4.613 1.471 3.630 0.21
H 5.737 2.279 4.727 0.22
H 4.129 2.961 4.439 0.22
H 4.699 0.326 5.906 0.17
H 4.212 1.837 6.649 0.20
H 3.202 -0.512 3.032 0.25
H 2.842 -1.916 4.044 0.25
H 4.253 -0.915 4.397 0.22
```

The HOMO-LUMO gap comes out at 9.812 eV. The calculated total energy is -3767.7775 a.u. Its spin multiplicity is 1. The calculation puts the LUMO energy at 0.018 Ha. Its SMILES is CCCCCCPBr.CCOC(C)=O.CCOC(C)=O.

***

calculated total energy of number 4 (C14H29LiN6O7P2)?
-2096.6899 a.u.

***

What is the formula in the third record?
C14H29BNO2